Run i
{
  "formula": "C20H12Cl5N4O3STi",
  "method": "ωB97M-V/def2-TZVPD",
  "orbital_gap_ev": [5.72, 5.71],
  "total_charge": -1,
  "symbols": ["Ti", "N", "C", "S", "N", "N", "C", "C", "C", "C", "C", "C", "N", "H", "H", "H", "H", "H", "H", "H", "Cl", "C", "C", "C", "Cl", "C", "Cl", "C", "Cl", "C", "Cl", "O", "C", "C", "C", "C", "C", "C", "C", "O", "O", "H", "H", "H", "H", "H"],
  "xyz": [[-0.257, 0.466, -0.779], [-2.855, 1.040, -4.485], [-2.124, 1.016, -3.302], [-1.084, -0.342, -3.038], [-2.299, 1.993, -2.482], [-1.557, 1.870, -1.319], [-1.887, 2.782, -0.366], [-1.103, 2.779, 0.763], [-1.308, 3.595, 1.914], [-0.420, 3.550, 2.938], [0.703, 2.668, 2.859], [0.817, 1.850, 1.780], [-0.067, 1.852, 0.743], [-2.412, 0.548, -5.243], [-3.172, 1.967, -4.728], [-2.727, 3.443, -0.527], [-2.172, 4.246, 1.937], [-0.562, 4.170, 3.815], [1.435, 2.619, 3.653], [1.621, 1.129, 1.703], [1.684, 3.134, -1.743], [2.450, 1.598, -2.052], [1.748, 0.430, -1.767], [2.391, -0.748, -2.112], [1.507, -2.242, -1.892], [3.664, -0.805, -2.666], [4.410, -2.311, -3.062], [4.343, 0.388, -2.910], [5.923, 0.360, -3.602], [3.726, 1.603, -2.612], [4.554, 3.080, -2.958], [1.328, -2.916, 2.176], [0.037, -3.270, 2.288], [-0.268, -4.396, 3.056], [-1.578, -4.802, 3.201], [-2.619, -4.105, 2.588], [-2.323, -2.994, 1.827], [-1.005, -2.564, 1.668], [-0.730, -1.377, 0.837], [0.468, -0.944, 0.714], [-1.648, -0.773, 0.222], [1.361, -2.118, 1.604], [0.547, -4.932, 3.526], [-1.797, -5.678, 3.800], [-3.643, -4.434, 2.706], [-3.098, -2.427, 1.328]],
  "nbo_charge": [1.5292, -0.8185, 0.2620, -0.2722, -0.3993, -0.4450, -0.1004, 0.0794, -0.2063, -0.2205, -0.3356, 0.0651, -0.6421, 0.3794, 0.3789, 0.2000, 0.2061, 0.1997, 0.2080, 0.2033, 0.0286, 0.0520, -0.4577, -0.0441, 0.0355, -0.0893, 0.0265, -0.0890, 0.0280, -0.1289, 0.0260, -0.6855, 0.4444, -0.3118, -0.1681, -0.2759, -0.1215, -0.2849, 0.7851, -0.7551, -0.6707, 0.5172, 0.2177, 0.2048, 0.2089, 0.2368]
}

---

Run ii
{
  "formula": "C20H12Cl5N4O3STi",
  "method": "ωB97M-V/def2-TZVPD",
  "orbital_gap_ev": 6.82,
  "total_charge": -1,
  "symbols": ["Ti", "N", "C", "S", "N", "N", "C", "C", "C", "C", "C", "C", "N", "H", "H", "H", "H", "H", "H", "H", "Cl", "C", "C", "C", "Cl", "C", "Cl", "C", "Cl", "C", "Cl", "O", "C", "C", "C", "C", "C", "C", "C", "O", "O", "H", "H", "H", "H", "H"],
  "xyz": [[1.179, 0.190, -0.001], [3.648, -1.825, 3.004], [3.045, -0.813, 2.335], [1.477, -0.281, 2.800], [3.788, -0.276, 1.368], [3.036, 0.604, 0.673], [3.583, 1.637, 0.219], [2.672, 2.648, -0.360], [3.108, 3.856, -0.837], [2.174, 4.781, -1.291], [0.841, 4.463, -1.229], [0.485, 3.219, -0.728], [1.374, 2.337, -0.308], [3.279, -2.045, 3.910], [4.630, -1.969, 2.841], [4.648, 1.798, 0.334], [4.173, 4.063, -0.853], [2.492, 5.737, -1.689], [0.075, 5.150, -1.564], [-0.546, 2.910, -0.660], [1.985, 0.012, -2.154], [-0.817, 0.428, -0.809], [-0.830, 0.558, 0.539], [-2.003, 0.671, 1.249], [-2.004, 0.833, 2.990], [-3.203, 0.638, 0.543], [-4.722, 0.726, 1.387], [-3.192, 0.518, -0.863], [-4.698, 0.472, -1.732], [-1.977, 0.434, -1.542], [-1.944, 0.295, -3.285], [-1.070, -2.250, 1.905], [-1.660, -2.591, 0.735], [-3.038, -2.802, 0.771], [-3.728, -3.119, -0.386], [-3.052, -3.252, -1.599], [-1.680, -3.078, -1.621], [-0.976, -2.743, -0.469], [0.498, -2.574, -0.586], [1.148, -3.255, -1.328], [1.039, -1.621, 0.207], [-0.175, -1.894, 1.764], [-3.547, -2.679, 1.722], [-4.805, -3.248, -0.345], [-3.592, -3.473, -2.513], [-1.118, -3.188, -2.541]],
  "nbo_charge": [1.0776, -0.7900, 0.2876, -0.2485, -0.4335, -0.2495, 0.0717, 0.2019, -0.2334, -0.1434, -0.2629, 0.1239, -0.4521, 0.3951, 0.3894, 0.1985, 0.2196, 0.2150, 0.2244, 0.2300, -0.4562, -0.1859, -0.3516, 0.0387, -0.0125, -0.1271, 0.0069, -0.0851, 0.0081, -0.1000, -0.0121, -0.7047, 0.4179, -0.3057, -0.1849, -0.2694, -0.1363, -0.2692, 0.8118, -0.5663, -0.7299, 0.5257, 0.2218, 0.2057, 0.2080, 0.2311]
}

---

Of all the structures shown, which is most stable? run i, and run ii is the least stable.